Formula: C88H176O22
Source: OMol25
Level of theory: ωB97M-V/def2-TZVPD

Orbital gap: 0.349 hartree
Lowest unoccupied orbital energy: 0.351 eV
E_HOMO: -9.146 eV
2S+1: 1

CARTESIAN COORDINATES (ANGSTROEM)
C 6.833 0.565 -3.349
C 7.073 0.929 -1.906
C 5.723 1.549 -1.533
O 5.359 2.346 -2.640
C 5.830 1.648 -3.811
H 6.386 -0.426 -3.430
H 7.747 0.612 -3.940
H 7.873 1.657 -1.772
H 7.353 0.059 -1.311
H 5.822 2.141 -0.623
H 4.938 0.817 -1.341
H 6.197 2.289 -4.612
H 5.008 1.103 -4.275
C 0.063 -6.037 -6.934
C 0.221 -4.664 -6.234
C 0.847 -5.028 -4.869
O 1.509 -6.236 -5.032
C 0.780 -6.992 -5.996
H 0.468 -5.984 -7.945
H -0.947 -6.388 -7.147
H -0.742 -4.169 -6.105
H 0.933 -4.043 -6.778
H 0.059 -5.203 -4.137
H 1.370 -4.179 -4.428
H 0.060 -7.595 -5.442
H 1.421 -7.663 -6.567
C -6.294 -4.861 0.277
C -5.408 -3.792 -0.431
C -6.332 -2.572 -0.155
O -6.833 -2.759 1.162
C -7.239 -4.129 1.217
H -5.730 -5.538 0.918
H -6.807 -5.428 -0.499
H -5.294 -3.977 -1.499
H -4.432 -3.910 0.039
H -7.159 -2.516 -0.863
H -5.806 -1.622 -0.250
H -8.283 -4.128 0.906
H -7.215 -4.555 2.220
C 4.266 -2.961 2.765
C 5.135 -2.876 1.515
C 5.149 -1.362 1.191
O 3.875 -0.930 1.579
C 3.428 -1.710 2.699
H 4.888 -2.816 3.649
H 3.648 -3.854 2.862
H 4.680 -3.447 0.705
H 6.150 -3.210 1.728
H 5.270 -1.107 0.138
H 5.989 -0.930 1.735
H 2.376 -1.986 2.625
H 3.509 -1.146 3.628
C 3.952 6.898 -3.676
C 3.170 6.324 -2.485
C 3.420 4.858 -2.584
O 3.517 4.620 -3.991
C 3.964 5.745 -4.708
H 4.948 7.119 -3.291
H 3.519 7.783 -4.142
H 2.130 6.646 -2.538
H 3.528 6.715 -1.533
H 2.560 4.308 -2.203
H 4.307 4.534 -2.040
H 3.251 5.819 -5.530
H 4.949 5.678 -5.169
C -5.437 1.493 -4.747
C -5.662 0.087 -4.307
C -7.192 -0.097 -4.302
O -7.728 1.086 -4.822
C -6.782 2.105 -4.513
H -5.160 1.479 -5.801
H -4.644 2.024 -4.221
H -5.315 0.000 -3.277
H -5.185 -0.601 -5.004
H -7.590 -0.393 -3.332
H -7.477 -0.868 -5.018
H -6.999 2.487 -3.516
H -7.022 2.987 -5.107
C -5.175 3.021 0.359
C -4.878 1.868 -0.549
C -4.427 0.779 0.420
O -3.746 1.435 1.455
C -4.144 2.826 1.493
H -6.190 2.881 0.730
H -5.106 3.993 -0.129
H -4.109 2.120 -1.279
H -5.753 1.662 -1.166
H -3.760 0.098 -0.108
H -5.221 0.121 0.776
H -3.320 3.528 1.369
H -4.712 3.027 2.402
C -0.692 1.161 3.996
C -1.059 0.546 5.311
C 0.082 0.829 6.211
O 1.179 0.581 5.273
C 0.796 0.759 3.921
H -0.770 2.248 3.984
H -1.332 0.739 3.222
H -1.222 -0.529 5.240
H -1.956 0.954 5.778
H 0.056 0.094 7.016
H 0.113 1.867 6.545
H 1.012 -0.146 3.352
H 1.440 1.576 3.597
C -5.284 0.523 4.049
C -4.832 0.792 5.528
C -6.152 0.583 6.276
O -6.802 -0.455 5.554
C -6.456 -0.465 4.215
H -4.418 0.103 3.538
H -5.659 1.421 3.559
H -4.382 1.744 5.810
H -4.103 0.077 5.908
H -6.828 1.438 6.248
H -6.047 0.317 7.328
H -7.303 -0.182 3.591
H -6.157 -1.470 3.917
C 0.759 4.802 5.041
C 2.101 4.229 5.382
C 2.254 4.246 6.898
O 1.353 5.237 7.311
C 0.224 5.048 6.463
H 0.148 4.102 4.471
H 0.889 5.752 4.521
H 2.896 4.806 4.908
H 2.193 3.224 4.971
H 3.278 4.510 7.163
H 2.032 3.295 7.381
H -0.509 5.853 6.508
H -0.328 4.196 6.860
C 6.262 1.219 5.773
C 7.277 0.739 6.845
C 7.162 -0.781 6.775
O 6.759 -1.031 5.438
C 6.410 0.123 4.708
H 6.310 2.242 5.402
H 5.237 1.097 6.123
H 7.013 1.072 7.849
H 8.223 1.108 6.450
H 6.444 -1.098 7.532
H 8.136 -1.168 7.074
H 5.496 0.029 4.122
H 7.223 0.474 4.072
C 3.182 3.001 1.306
C 3.387 4.421 1.637
C 4.800 4.639 2.065
O 5.374 3.346 2.050
C 4.323 2.328 2.072
H 3.262 2.859 0.228
H 2.205 2.555 1.492
H 2.845 4.730 2.530
H 3.095 5.092 0.829
H 4.848 4.976 3.100
H 5.293 5.390 1.447
H 4.106 2.021 3.095
H 4.826 1.542 1.508
C -4.462 5.562 6.251
C -4.341 5.060 4.808
C -2.936 4.498 4.642
O -2.605 4.069 5.966
C -3.594 4.453 6.954
H -5.466 5.792 6.607
H -3.887 6.487 6.295
H -4.561 5.906 4.157
H -5.069 4.255 4.712
H -2.303 5.341 4.365
H -2.882 3.682 3.923
H -3.130 4.875 7.845
H -4.244 3.611 7.191
C -0.641 4.889 -4.919
C -0.263 3.438 -4.637
C -1.329 2.854 -3.847
O -2.270 3.911 -3.666
C -2.145 4.860 -4.682
H -0.343 5.168 -5.930
H -0.106 5.557 -4.243
H 0.704 3.428 -4.135
H -0.077 2.931 -5.584
H -0.982 2.580 -2.851
H -1.846 1.975 -4.231
H -2.419 5.893 -4.468
H -2.706 4.556 -5.566
C 2.318 -0.412 -3.612
C 3.005 -0.945 -4.921
C 1.980 -0.633 -6.017
O 1.188 0.469 -5.403
C 1.750 0.842 -4.146
H 3.113 -0.226 -2.891
H 1.629 -1.086 -3.102
H 3.141 -2.022 -4.816
H 3.941 -0.458 -5.191
H 1.407 -1.559 -6.077
H 2.525 -0.394 -6.930
H 1.008 1.286 -3.482
H 2.515 1.607 -4.276
C 7.147 -3.533 -3.323
C 5.861 -4.152 -3.833
C 4.954 -4.201 -2.613
O 5.859 -4.190 -1.538
C 6.984 -3.387 -1.808
H 7.157 -2.540 -3.773
H 8.078 -4.049 -3.559
H 6.130 -5.153 -4.172
H 5.481 -3.701 -4.749
H 4.319 -5.087 -2.592
H 4.354 -3.294 -2.544
H 7.798 -3.813 -1.221
H 6.781 -2.388 -1.424
C -3.438 -2.515 2.655
C -2.382 -3.461 2.109
C -1.318 -3.509 3.202
O -2.117 -3.203 4.415
C -3.453 -2.842 4.124
H -4.461 -2.589 2.285
H -3.099 -1.499 2.453
H -2.050 -3.188 1.107
H -2.932 -4.399 2.039
H -0.541 -2.744 3.202
H -0.763 -4.441 3.302
H -3.779 -1.936 4.636
H -4.165 -3.632 4.360
C 0.811 -4.865 -0.599
C 1.427 -6.054 -1.354
C 2.673 -6.594 -0.559
O 2.825 -5.530 0.404
C 2.015 -4.367 0.118
H 0.126 -5.200 0.180
H 0.422 -4.146 -1.320
H 1.767 -5.757 -2.346
H 0.709 -6.840 -1.588
H 3.529 -6.760 -1.213
H 2.499 -7.504 0.015
H 2.671 -3.802 -0.544
H 1.781 -3.872 1.061
C -3.867 -7.800 -3.396
C -3.764 -6.853 -2.216
C -2.269 -6.573 -2.060
O -1.727 -6.787 -3.388
C -2.526 -7.822 -4.063
H -4.719 -7.515 -4.014
H -4.143 -8.788 -3.027
H -4.210 -7.319 -1.337
H -4.252 -5.887 -2.342
H -1.794 -7.274 -1.374
H -2.039 -5.553 -1.751
H -2.012 -8.769 -3.897
H -2.624 -7.673 -5.138
C -0.446 4.796 -0.150
C -0.689 4.798 1.360
C -1.622 5.967 1.584
O -2.358 5.963 0.389
C -1.740 5.288 -0.686
H -0.112 3.788 -0.397
H 0.307 5.551 -0.376
H 0.213 4.933 1.957
H -1.156 3.891 1.744
H -1.007 6.867 1.571
H -2.211 6.089 2.493
H -1.722 5.874 -1.604
H -2.416 4.488 -0.987
C -2.087 -3.128 -3.552
C -1.995 -2.067 -4.652
C -2.027 -0.740 -3.906
O -2.561 -1.111 -2.633
C -3.011 -2.498 -2.544
H -1.153 -3.541 -3.170
H -2.555 -4.003 -4.001
H -2.904 -2.140 -5.249
H -1.206 -2.090 -5.403
H -2.781 -0.100 -4.366
H -1.014 -0.357 -3.786
H -4.048 -2.600 -2.863
H -2.876 -2.947 -1.560
C -0.804 -0.612 0.344
C 0.543 -1.137 -0.119
C 1.428 0.109 -0.040
O 0.539 1.049 -0.653
C -0.765 0.813 -0.241
H -0.782 -0.604 1.434
H -1.609 -1.289 0.059
H 0.596 -1.515 -1.140
H 0.970 -1.928 0.498
H 2.297 0.105 -0.699
H 1.731 0.361 0.976
H -1.340 0.856 -1.166
H -1.166 1.552 0.452